90
Properties=species:S:1:pos:R:3:lowdin_charge:R:1 method="wB97M-V/def2-TZVPD" lumo_energy_ev=-3.85 total_charge=+1 e_tot_ha=-6709.32148 homo_ev=-9.707
In -0.79 -0.09 0.11 0.6959
C -1.87 -3.54 3.65 -0.0198
O -0.64 -3.83 2.99 -0.0038
C -0.34 -3.09 1.93 -0.5761
O -1.04 -2.18 1.51 -0.0457
N 0.81 -3.51 1.37 0.0231
N 1.37 -2.88 0.25 0.0391
H -2.00 -4.34 4.38 0.1009
H -2.70 -3.55 2.94 0.0927
H -1.82 -2.57 4.15 0.1051
H 1.32 -4.25 1.85 0.1690
H 1.52 -3.56 -0.48 0.1041
H 2.26 -2.44 0.49 0.0669
O 7.02 3.21 -1.56 0.1349
C 6.00 3.23 -0.69 -0.4834
O 6.04 3.89 0.31 0.1415
C 4.80 2.41 -1.04 -0.1192
C 3.57 2.80 -0.50 0.0179
C 2.43 2.06 -0.73 -0.0692
C 2.50 0.90 -1.51 -0.3122
C 3.73 0.51 -2.05 -0.0050
C 4.86 1.26 -1.82 -0.0127
N 1.39 0.08 -1.63 0.0627
C 1.14 -0.56 -2.70 -0.0911
C 0.10 -1.57 -2.77 -0.2587
C -0.18 -2.23 -3.97 0.0169
C -1.11 -3.25 -3.98 -0.0228
C -1.71 -3.61 -2.78 -0.0284
C -1.40 -2.87 -1.64 -0.1950
N -0.54 -1.88 -1.64 0.0450
H 6.84 2.70 -2.36 0.1052
H 3.55 3.68 0.12 0.1323
H 1.49 2.36 -0.30 0.0799
H 3.80 -0.42 -2.60 0.1142
H 5.80 0.89 -2.21 0.1204
H 1.71 -0.39 -3.62 0.1451
H 0.34 -1.95 -4.88 0.1207
H -1.37 -3.76 -4.90 0.1202
H -2.43 -4.41 -2.73 0.1205
H -1.85 -3.09 -0.69 0.1002
C 1.22 4.03 7.10 -0.0581
C 1.96 3.02 6.22 -0.5565
C 2.15 1.73 7.03 -0.0430
C 3.31 3.62 5.82 -0.0383
C 1.18 2.67 4.95 -0.1728
C 1.67 1.73 4.06 -0.0832
C 0.93 1.42 2.94 -0.4770
Br 1.64 0.04 1.78 0.9391
C -0.30 1.99 2.58 -0.3760
O -0.90 1.66 1.46 -0.2673
C -0.79 2.94 3.51 -0.0780
C -0.04 3.25 4.64 0.0183
C -2.13 3.66 3.41 -0.5294
C -1.89 5.18 3.31 -0.0338
C -2.95 3.33 4.67 -0.0342
C -2.98 3.25 2.22 -0.1041
H 1.79 4.20 8.01 0.0874
H 0.24 3.65 7.39 0.0869
H 1.10 4.99 6.60 0.0878
H 2.67 1.95 7.96 0.0853
H 2.74 1.00 6.48 0.0745
H 1.18 1.30 7.26 0.0915
H 3.88 3.90 6.71 0.0863
H 3.16 4.52 5.22 0.0910
H 3.90 2.92 5.24 0.0776
H 2.60 1.22 4.23 0.1021
H -0.44 3.98 5.32 0.0926
H -1.37 5.57 4.18 0.0770
H -2.85 5.70 3.24 0.0862
H -1.31 5.41 2.43 0.0890
H -2.51 3.76 5.57 0.0760
H -3.01 2.25 4.80 0.0931
H -3.96 3.73 4.58 0.0874
H -2.45 3.42 1.29 0.0459
H -3.90 3.84 2.20 0.0913
H -3.25 2.20 2.29 0.0410
C -1.66 3.70 -2.00 -0.2200
S -0.49 2.34 -2.27 0.8753
C -0.37 2.50 -4.10 -0.1903
O -1.29 1.10 -2.05 -0.6340
H -2.55 3.56 -2.59 0.0601
H -1.16 4.63 -2.25 0.0651
H -1.92 3.70 -0.94 0.0244
H -1.31 2.82 -4.53 0.0611
H -0.10 1.52 -4.49 0.0450
H 0.41 3.22 -4.31 0.0592
Cl -3.94 -1.27 -1.49 0.3737
Si -3.37 -0.04 0.01 -0.7857
Cl -4.09 1.76 -0.45 0.4202
Cl -4.06 -0.65 1.78 0.3585


82
Properties=species:S:1:pos:R:3:lowdin_charge:R:1 method="wB97M-V/def2-TZVPD" lumo_energy_ev="0.38 / 0.34" e_tot_ha=-6458.33523 homo_ev="-7.419 / -7.412"
Ni 0.07 -0.65 1.38 0.1885
I -6.19 -4.10 3.73 0.8248
C -4.72 -2.99 2.74 -0.7541
C -4.55 -3.14 1.37 -0.2357
C -3.57 -2.39 0.74 -0.6155
I -3.30 -2.61 -1.32 0.9493
C -2.75 -1.45 1.41 -0.4602
O -1.86 -0.71 0.83 -0.1947
C -2.94 -1.37 2.81 -0.1727
C -2.00 -0.50 3.58 -0.1192
N -0.59 -0.98 3.43 -0.0508
C -0.44 -2.38 3.85 -0.1114
C -0.58 -3.34 2.70 -0.2644
C -1.13 -4.60 2.86 -0.0089
C -1.17 -5.45 1.77 -0.0461
C -0.67 -5.00 0.55 -0.0619
C -0.14 -3.73 0.49 -0.1366
N -0.09 -2.92 1.55 0.0919
C -3.91 -2.13 3.46 -0.1280
H -5.16 -3.83 0.81 0.0781
H -2.28 -0.51 4.64 0.1222
H -2.03 0.53 3.23 0.1293
H 0.01 -0.40 4.00 0.1095
H -1.15 -2.64 4.63 0.1256
H 0.57 -2.49 4.26 0.1341
H -1.51 -4.91 3.82 0.1209
H -1.60 -6.44 1.85 0.1125
H -0.71 -5.62 -0.34 0.1076
H 0.26 -3.34 -0.44 0.0830
H -4.02 -2.04 4.53 0.0989
C -0.74 -0.58 -3.67 -0.1313
C -0.79 0.90 -3.25 -0.6148
C -0.84 1.76 -4.53 -0.0859
C -2.10 1.10 -2.46 -0.1045
Si 0.71 1.40 -2.18 0.5822
Br 1.11 -0.48 -0.84 0.7560
C 0.38 2.88 -1.02 -0.6036
C 1.68 3.33 -0.34 -0.0957
C -0.63 2.55 0.09 -0.0960
C -0.17 4.06 -1.84 -0.0813
C 2.37 1.49 -3.13 -0.6290
C 2.44 2.80 -3.93 -0.0847
C 2.46 0.31 -4.11 -0.1051
C 3.61 1.41 -2.22 -0.1125
H -1.68 -0.83 -4.18 0.0854
H -0.66 -1.25 -2.80 0.0088
H 0.08 -0.80 -4.35 0.0625
H -1.76 1.51 -5.08 0.0921
H 0.00 1.57 -5.19 0.0625
H -0.87 2.83 -4.30 0.0721
H -2.93 0.73 -3.06 0.0870
H -2.29 2.16 -2.24 0.0626
H -2.10 0.54 -1.52 0.0522
H 2.18 2.51 0.19 0.0693
H 1.44 4.10 0.40 0.0919
H 2.38 3.77 -1.05 0.0671
H -0.29 1.74 0.73 0.0233
H -1.62 2.28 -0.28 0.0654
H -0.75 3.43 0.73 0.0946
H 0.49 4.35 -2.66 0.0677
H -0.28 4.93 -1.18 0.0926
H -1.16 3.85 -2.26 0.0643
H 1.62 2.91 -4.64 0.0665
H 3.38 2.82 -4.51 0.0913
H 2.45 3.68 -3.28 0.0644
H 1.72 0.37 -4.91 0.0611
H 2.35 -0.66 -3.60 0.0689
H 3.45 0.32 -4.58 0.0891
H 3.69 2.26 -1.54 0.0590
H 4.50 1.40 -2.85 0.0878
H 3.62 0.50 -1.62 0.0463
F 4.93 1.47 4.27 0.0446
C 3.81 1.07 3.64 -0.3002
C 2.80 1.98 3.43 -0.0187
C 1.64 1.57 2.76 -0.1211
C 1.49 0.27 2.30 -0.2471
C 2.55 -0.63 2.54 -0.1201
C 3.71 -0.24 3.21 -0.0166
H 2.92 3.00 3.78 0.1169
H 0.86 2.30 2.60 0.0915
H 2.48 -1.66 2.21 0.0892
H 4.53 -0.93 3.38 0.1159


104
Properties=species:S:1:pos:R:3:mulliken_spin:R:1 method="wB97M-V/def2-TZVPD" lumo_energy_ev="0.51 / 0.43" s2=0.754 multiplicity=2 e_tot_ha=-4109.31321 homo_ev="-8.354 / -9.380"
C 1.50 -1.39 2.91 -0.0057
C 0.17 -0.80 3.26 0.0006
O -0.26 -0.93 4.34 0.0001
O -0.47 -0.19 2.30 -0.0015
C -1.48 0.71 2.75 -0.0004
C -1.88 1.71 1.67 0.0004
C -1.84 1.14 0.23 0.0006
C -0.75 1.93 -0.57 0.0291
C -0.32 1.06 -1.77 -0.0149
C 1.07 1.33 -2.38 0.0001
C 1.89 0.04 -2.64 0.0250
C 2.55 -0.59 -1.40 0.0054
C 1.70 -1.82 -0.99 0.0055
C 3.94 -1.18 -1.77 0.0034
N 2.60 0.29 -0.23 0.3305
O 1.55 0.23 0.49 0.5835
C 2.92 1.69 -0.55 0.0043
C 2.80 2.48 0.78 0.0158
C 4.38 1.89 -0.98 0.0057
C 2.00 2.32 -1.62 0.0165
H 2.21 -0.62 2.62 0.0014
H 1.90 -1.92 3.76 0.0010
H 1.43 -2.06 2.07 0.0031
H -2.35 0.20 3.15 0.0002
H -1.06 1.28 3.58 -0.0002
H -2.88 2.03 1.90 0.0001
H -1.25 2.58 1.77 -0.0004
H -2.83 1.26 -0.20 -0.0002
H -1.61 0.08 0.25 -0.0015
H 0.03 2.14 0.14 -0.0177
H -1.25 2.82 -0.96 0.0011
H -1.05 1.24 -2.56 -0.0014
H -0.49 0.04 -1.49 0.0052
H 0.92 1.77 -3.36 0.0008
H 2.67 0.33 -3.34 0.0005
H 1.28 -0.68 -3.16 0.0039
H 1.93 -2.15 0.01 0.0028
H 1.93 -2.64 -1.66 -0.0007
H 0.64 -1.64 -1.08 0.0079
H 4.62 -0.80 -1.02 -0.0102
H 3.94 -2.25 -1.64 0.0031
H 4.29 -0.87 -2.74 -0.0017
H 3.12 1.87 1.61 -0.0008
H 3.50 3.31 0.70 0.0009
H 1.83 2.93 0.92 -0.0001
H 5.07 1.43 -0.27 -0.0055
H 4.58 1.48 -1.96 0.0018
H 4.58 2.95 -1.04 0.0003
H 1.50 3.17 -1.19 -0.0012
H 2.66 2.72 -2.38 0.0029
C -5.40 -2.41 -2.40 0.0000
C -5.16 -3.86 -2.81 0.0000
C -4.08 -4.62 -2.03 0.0000
F -2.88 -4.01 -2.10 0.0000
F -3.93 -5.86 -2.57 0.0000
F -4.93 -3.92 -4.13 0.0000
F -6.33 -4.53 -2.59 0.0000
O -4.72 -1.40 -3.13 0.0000
C -3.41 -1.13 -2.81 0.0003
C -2.44 -1.59 -3.89 0.0000
F -2.64 -2.88 -4.22 0.0000
F -1.15 -1.49 -3.46 -0.0005
F -3.11 -1.65 -1.60 0.0001
F -3.32 0.21 -2.68 0.0000
H -6.45 -2.21 -2.61 0.0000
H -5.29 -2.26 -1.32 0.0000
H -4.36 -4.73 -0.98 0.0000
H -2.55 -0.98 -4.79 0.0000
C 5.63 -5.27 2.53 0.0000
C 5.14 -3.82 2.62 0.0003
C 4.93 -3.08 1.29 0.0000
F 6.06 -3.05 0.54 -0.0003
F 4.58 -1.79 1.54 0.0010
F 5.96 -3.11 3.43 0.0000
F 3.92 -3.86 3.23 0.0000
O 7.03 -5.48 2.63 0.0000
C 7.81 -5.29 1.51 0.0000
C 8.71 -4.06 1.63 0.0000
F 8.00 -2.97 1.96 0.0000
F 9.30 -3.82 0.43 0.0000
F 7.04 -5.26 0.41 0.0000
F 8.60 -6.38 1.40 0.0000
H 5.22 -5.77 3.40 0.0000
H 5.21 -5.79 1.67 0.0000
H 4.13 -3.55 0.71 -0.0002
H 9.48 -4.22 2.38 0.0000
C -5.33 6.60 1.65 0.0000
C -4.32 5.57 1.11 0.0000
C -4.53 5.09 -0.32 0.0000
F -5.76 4.55 -0.51 0.0000
F -3.62 4.12 -0.61 -0.0001
F -4.26 4.53 1.97 0.0000
F -3.10 6.17 1.14 0.0000
O -6.43 6.11 2.39 0.0000
C -7.52 5.62 1.70 0.0000
C -7.65 4.10 1.83 0.0000
F -6.51 3.47 1.52 0.0000
F -8.61 3.66 0.99 0.0000
F -7.47 6.01 0.41 0.0000
F -8.61 6.18 2.24 0.0000
H -4.78 7.20 2.37 0.0000
H -5.65 7.30 0.87 0.0000
H -4.40 5.90 -1.04 0.0000
H -7.93 3.83 2.86 0.0000


Calculated max |F| in order - 0.0410 0.0429 0.0919 Eh/bohr